No. 1
The following is a quantum chemistry calculation of one molecule with the formula C7H5N3OS, from the Open Molecules 2025 dataset.

Values from the calculation:
highest occupied orbital energy = -0.3293 hartree
F_max = 3.23 eV Å⁻¹
orbital gap = 0.3067 Ha
charge = 0
SMILES = S=c1[nH]c(-c2ccncc2)no1

Atoms and positions in Å:
S -0.3530 -0.5328 -4.6979
O 1.0144 1.1130 -3.0622
N -0.0776 -0.5607 -2.0249
N -0.3880 -0.2148 3.0920
N 1.0687 1.2866 -1.6257
C -0.2146 -1.1432 0.9000
C 0.2723 -0.0168 -3.2431
C -0.4436 -1.2551 2.2777
C 0.4015 0.3264 -1.0669
C 0.1678 1.1923 1.2516
C -0.1114 0.9994 2.5986
C 0.0903 0.1096 0.3491
H 0.4356 2.1561 0.8787
H -0.6317 -2.2260 2.7028
H -0.9242 -1.0983 -1.8878
H -0.0621 1.8943 3.2719
H -0.2445 -2.0301 0.2862

Atom charges from the Mulliken analysis, given in e for atoms 1 to 8: -0.33 -0.13 -0.13 -0.58 -0.41 -0.37 0.17 -0.35

***

No. 2
The following is a quantum chemistry calculation of one molecule with the formula C7H5NO3S, from the Open Molecules 2025 dataset.

Values from the calculation:
highest occupied orbital energy (alpha / beta) = -0.3401 / -0.3311 hartree
F_max = 4.86 eV Å⁻¹
orbital gap (alpha / beta) = 0.2582 / 0.2412 Ha
charge = 0

Atoms and positions in Å:
S 2.4838 -1.9845 -0.4108
O 1.4364 2.2009 0.7615
O 3.1854 2.0462 -0.4339
O 1.0774 -2.2126 0.3986
N 2.0843 1.6671 -0.0947
C -1.3097 -1.6191 0.4556
C 0.0776 -1.2816 0.2268
C -0.7501 0.9146 -0.2209
C 0.2717 0.0302 -0.1790
C -2.0536 0.6234 0.0784
C -2.2879 -0.6846 0.3670
C 1.5485 0.5205 -0.6105
H -0.3102 1.8695 -0.5784
H -2.9299 1.3047 0.2541
H -1.2914 -2.6676 0.8209
H 1.9985 0.2132 -1.5257
H -3.2308 -0.9401 0.6909

Atom charges from the Mulliken analysis, given in e for atoms 1 to 8: 0.00 -0.55 -0.63 -0.42 0.98 -0.64 0.61 -0.25

***

No. 3
The following is a quantum chemistry calculation of C7H5NO7Pb as an isolated structure, from the Open Molecules 2025 dataset.

Values from the calculation:
highest occupied orbital energy (alpha / beta) = -0.5463 / -0.5463 hartree
F_max = 14.91 eV Å⁻¹
orbital gap (alpha / beta) = 0.2224 / 0.2224 Ha
charge = +2

Atoms and positions in Å:
Pb -1.6628 -0.1534 -0.3898
O 1.5620 -0.5119 -1.4467
O -4.3331 0.9697 -2.0734
O -3.3196 -3.2123 0.9151
O -0.2650 2.7787 -1.7123
O -2.5314 1.8438 2.0155
O -0.6199 -1.4174 -3.1972
O 0.3344 -0.3905 0.5365
N 2.7730 0.6099 1.4794
C 2.5756 -0.6951 0.7484
C -2.8424 -2.2687 0.4997
C -3.3898 0.5888 -1.4895
C 1.3567 -0.5326 -0.1325
C -0.7676 1.7805 -1.2682
C -2.2216 1.1405 1.1213
C -1.0111 -0.9315 -2.1925
H 1.9631 0.8346 2.0609
H 3.5988 0.5395 2.0730
H 2.4160 -1.4689 1.4814
H 2.9325 1.3627 0.8043
H 3.4522 -0.8665 0.1668

Atom charges from the Mulliken analysis, given in e for atoms 1 to 8: 1.69 -0.60 -0.12 -0.08 -0.16 -0.16 -0.14 -0.66

***

no.,E (eV)
1,-24691.561
2,-25800.769
3,-28384.035